# C46H75AsNO3PPtS2Si4Te

A structure of composition C46H75AsNO3PPtS2Si4Te at a distorted geometry (wB97M-V/def2-TZVPD, OMol25).

Results
**HOMO-LUMO gap**: 5.773 eV
**ΔE to the lowest compared entry with this formula, charge and spin**: 16.1 kcal per mole
**Highest occupied orbital energy**: -1.85 eV
**Maximum force**: 1.56 eV/A
**Charge**: -2
**Lowest unoccupied orbital energy**: 3.927 eV

Geometry as XYZ:
```
135
Properties=species:S:1:pos:R:3:forces:R:3
Pt 0.03931 0.13103 0.27836 0.41 1.09 1.04
S -2.01774 -0.79203 0.37301 -0.36 -0.32 -0.15
C -2.11880 -1.85621 1.77759 -0.02 0.01 -0.10
C -3.28804 -2.61230 1.94750 -0.05 0.07 0.01
C -3.47028 -3.38677 3.07703 0.03 -0.01 0.02
C -2.49685 -3.43012 4.07412 -0.03 0.03 0.00
C -1.33017 -2.70143 3.90546 0.01 -0.04 0.01
C -1.13216 -1.94619 2.75867 0.09 -0.03 -0.53
As 0.43272 -0.85299 2.38226 -0.65 -0.68 0.62
C 1.86014 -1.94971 3.10646 0.06 0.18 -0.11
C 2.98178 -1.36986 3.69057 0.05 0.02 -0.05
C 3.99934 -2.17242 4.18483 -0.02 0.00 0.03
C 3.90900 -3.55416 4.07819 -0.01 0.01 -0.04
C 2.80864 -4.12842 3.45976 0.01 -0.02 0.04
C 1.78295 -3.32959 2.97702 -0.06 -0.02 0.09
C 0.00098 0.36080 3.86774 0.25 0.09 -0.08
C -0.97530 1.32184 3.61183 0.03 0.01 -0.01
C -1.39210 2.17773 4.61778 -0.02 0.00 0.02
C -0.83170 2.09292 5.88746 -0.01 0.00 -0.02
C 0.13662 1.13557 6.14516 0.00 -0.03 0.01
C 0.54604 0.26485 5.14036 -0.04 0.01 0.04
H -4.05199 -2.57356 1.17940 0.00 -0.01 0.01
H -4.38145 -3.96521 3.18467 0.00 0.00 0.00
H -2.64588 -4.02686 4.96582 0.00 0.00 0.00
H -0.56437 -2.71912 4.67386 0.03 -0.03 -0.03
H 3.07177 -0.29025 3.73291 -0.01 0.00 0.02
H 4.86731 -1.71390 4.64426 0.01 0.00 -0.02
H 4.70882 -4.18108 4.45549 0.01 0.00 -0.01
H 2.75344 -5.20074 3.32247 0.00 0.01 -0.02
H 0.93784 -3.78484 2.47718 0.02 0.00 -0.04
H -1.38843 1.40404 2.61188 0.00 0.00 0.00
H -2.14883 2.92376 4.40590 0.01 0.01 0.00
H -1.14930 2.77148 6.67063 0.01 0.01 -0.01
H 0.58374 1.06398 7.13011 -0.01 0.00 0.00
H 1.29875 -0.48140 5.35900 0.00 0.00 -0.01
C -3.04588 1.39678 -3.32601 0.01 0.01 0.00
C -1.76614 0.66580 -3.76143 -0.02 0.07 0.09
C -1.92210 -0.78222 -3.26492 0.01 0.02 -0.01
C -1.69311 0.67373 -5.29012 0.01 0.01 -0.02
P -0.33550 1.48961 -2.78200 -0.18 -0.07 -0.08
N -0.45986 1.29891 -1.26875 0.03 -0.24 -0.23
C 1.27730 0.87176 -3.57922 0.05 0.01 0.13
C 2.41543 1.09555 -2.57031 0.00 0.02 -0.01
C 1.67107 1.47124 -4.93162 -0.02 -0.04 -0.03
C 1.16617 -0.64919 -3.73297 -0.03 0.00 0.02
C -0.46802 3.37274 -3.06066 0.06 -0.05 0.06
C 0.87311 3.96818 -2.60723 0.00 -0.03 0.01
C -1.52123 3.93069 -2.08603 -0.01 -0.02 0.00
C -0.77040 3.85555 -4.48092 0.02 0.05 0.01
H -3.91477 0.80677 -3.63600 0.00 0.01 -0.02
H -3.13756 2.38335 -3.78023 0.00 -0.01 0.00
H -3.07452 1.50300 -2.24019 -0.01 -0.01 0.00
H -2.94945 -1.11296 -3.45306 0.00 -0.01 -0.03
H -1.74446 -0.85702 -2.19283 0.00 -0.02 -0.03
H -1.25475 -1.47822 -3.76746 -0.01 0.01 0.00
H -2.63589 0.28176 -5.69196 0.01 -0.02 0.01
H -0.89254 0.03741 -5.66689 -0.01 -0.01 0.00
H -1.55268 1.67234 -5.70363 -0.02 0.00 0.00
H 2.74142 2.13176 -2.52016 -0.01 0.02 0.01
H 3.27358 0.48167 -2.86429 0.01 0.03 -0.03
H 2.11998 0.79566 -1.56478 0.01 -0.04 -0.01
H 1.87860 2.53932 -4.87746 0.01 0.01 0.01
H 0.90984 1.31050 -5.69682 0.01 0.00 0.00
H 2.58981 0.97892 -5.27168 -0.01 -0.01 -0.01
H 0.80425 -1.11280 -2.81355 0.01 -0.01 0.02
H 2.15986 -1.05886 -3.93349 -0.01 0.01 -0.02
H 0.51751 -0.94420 -4.55642 0.01 0.00 -0.01
H 1.16904 3.55924 -1.63752 -0.01 0.02 0.01
H 0.76441 5.05272 -2.50075 0.00 0.01 -0.03
H 1.67319 3.79067 -3.32241 0.02 -0.02 0.00
H -1.48582 3.36818 -1.15156 0.03 0.02 0.01
H -2.53263 3.88211 -2.48807 0.00 -0.01 0.01
H -1.29279 4.98065 -1.87473 -0.03 0.02 -0.05
H -0.09746 3.42935 -5.22464 0.02 0.02 0.00
H -0.65050 4.94503 -4.51635 -0.02 0.00 0.00
H -1.79415 3.63118 -4.78121 0.00 0.00 0.00
C 4.32110 4.59841 -2.14481 -0.18 0.00 0.06
Si 5.08268 3.83724 -0.58506 0.10 -0.17 -0.33
C 6.50768 5.02489 -0.19387 -0.08 0.07 0.20
C 5.85684 2.19825 -1.11455 -0.07 -0.09 0.12
Si 3.66243 3.54181 1.25983 0.73 0.36 -0.15
Te 1.99383 1.79007 1.59168 -0.14 0.18 -0.39
Si 5.15095 2.97989 3.00513 -0.10 -0.31 0.20
C 5.81443 1.24979 2.66271 -0.04 -0.04 -0.13
C 4.17526 2.89416 4.62233 -0.12 0.06 -0.03
C 6.67023 4.04403 3.40226 -0.03 0.16 -0.11
Si 2.83821 5.66799 1.73120 -0.41 0.16 0.13
C 1.54206 6.21187 0.47214 0.00 -0.12 -0.09
C 1.96565 5.65893 3.40438 0.05 -0.14 0.07
C 4.12744 7.05604 1.80628 0.14 -0.08 -0.05
H 5.08151 5.18448 -2.66950 0.02 -0.02 -0.01
H 3.47450 5.25392 -1.92982 0.03 0.04 0.01
H 3.96104 3.82491 -2.82378 0.02 0.00 -0.01
H 7.28318 4.91109 -0.95728 -0.01 0.02 -0.02
H 6.95695 4.85040 0.78318 0.04 -0.04 -0.02
H 6.16268 6.06176 -0.20671 0.00 0.00 -0.04
H 6.14297 2.22282 -2.16967 0.04 0.02 0.01
H 5.14840 1.37721 -0.97581 -0.01 0.01 -0.04
H 6.74230 1.96262 -0.51868 0.01 0.02 -0.01
H 5.00653 0.59521 2.32591 0.00 -0.01 0.03
H 6.26023 0.80911 3.55971 0.03 0.04 0.01
H 6.56907 1.25952 1.87141 0.03 0.01 0.03
H 3.15672 2.54387 4.43583 0.02 -0.04 0.01
H 4.10216 3.87425 5.10208 0.04 0.00 0.00
H 4.64965 2.20083 5.32356 0.04 0.03 0.01
H 7.44111 3.96516 2.63391 0.02 -0.04 0.03
H 7.09770 3.69491 4.34705 0.00 0.00 0.00
H 6.42298 5.10305 3.51393 -0.01 -0.01 0.03
H 0.83737 5.39851 0.27903 -0.02 0.01 0.04
H 1.99389 6.48284 -0.48564 0.00 0.01 0.01
H 0.97718 7.07210 0.84317 0.02 0.02 -0.01
H 1.36520 4.75162 3.51334 -0.02 0.02 -0.03
H 1.30534 6.52523 3.50529 0.02 0.02 0.00
H 2.68322 5.67287 4.22912 0.00 0.02 -0.01
H 4.35969 7.43670 0.80862 -0.02 0.01 0.00
H 5.06833 6.72804 2.25438 -0.03 0.00 0.04
H 3.73405 7.88134 2.40671 0.00 0.03 -0.03
C 3.64854 -3.95699 -6.15993 -0.01 0.01 0.00
C 3.23425 -3.70514 -4.73344 -0.03 0.00 0.00
C 1.96785 -4.07849 -4.28448 0.00 0.00 -0.02
C 1.59922 -3.90166 -2.96170 -0.03 0.09 0.02
C 2.49028 -3.33306 -2.05954 0.18 -0.41 0.01
C 3.74457 -2.94126 -2.49531 -0.03 0.10 0.00
C 4.10847 -3.12138 -3.82532 0.00 0.01 -0.01
S 2.09597 -3.31734 -0.31129 -0.16 0.18 -0.10
O 2.26324 -4.71162 0.08529 0.01 -0.02 0.01
O 3.06700 -2.40756 0.27428 0.01 0.00 -0.02
O 0.71042 -2.85588 -0.24745 0.24 -0.21 0.06
H 2.82381 -3.77309 -6.85099 0.00 0.01 0.00
H 3.96622 -4.99436 -6.29815 0.00 0.00 -0.01
H 4.48321 -3.31577 -6.44667 -0.01 0.01 0.00
H 1.26433 -4.51932 -4.98443 0.00 0.01 0.00
H 0.61287 -4.18190 -2.61204 0.01 -0.03 0.00
H 4.41691 -2.48209 -1.78152 0.01 -0.04 0.01
H 5.09155 -2.80511 -4.16055 0.00 0.00 0.00
```
Forces are in eV/Å.

Löwdin atomic charge list, values in e, 99 entries: 0.340, 0.549, -0.656, -0.138, -0.117, -0.116, -0.112, -0.379, 1.045, -0.353, -0.135, -0.089, -0.097, -0.078, -0.122, -0.407, -0.140, -0.090, -0.111, -0.100, -0.107, 0.089, 0.088, 0.085, 0.103, 0.059, 0.093, 0.090, 0.103, 0.105, 0.078, 0.097, 0.088, 0.092, 0.089, -0.109, -0.588, -0.110, -0.094, 0.804, -0.460, -0.578, -0.099, -0.085, -0.095, -0.583, -0.118, -0.107, -0.093, 0.075, 0.050, 0.077, 0.078, -0.005, 0.058, 0.080, 0.056, 0.053, 0.037, 0.085, 0.020, 0.055, 0.058, 0.084, 0.078, 0.073, 0.060, 0.074, 0.075, 0.045, 0.063, 0.055, 0.072, 0.055, 0.081, 0.055, -0.213, 0.350, -0.219, -0.221, -0.056, 0.524, 0.313, -0.227, -0.236, -0.231, 0.318, -0.226, -0.227, -0.223, 0.024, 0.005, 0.003, 0.026, -0.008, 0.012, 0.024, 0.023, 0.014